[1]
{"formula": "C21H23FI2N3O3", "method": "ωB97M-V with the def2-TZVPD basis set", "mol_weight_g_mol": 638.2, "total_charge": 1, "homo_ev": -11.18, "species": ["C", "C", "C", "C", "C", "C", "C", "C", "C", "O", "O", "C", "I", "C", "C", "C", "C", "N", "O", "N", "F", "C", "I", "C", "C", "H", "H", "H", "H", "H", "H", "H", "H", "H", "H", "H", "H", "H", "H", "H", "H", "C", "C", "C", "C", "N", "H", "H", "H", "H", "H", "H", "H"], "positions_angstrom": [[1.5171, -3.8487, -3.8616], [1.8532, -2.5431, -3.0652], [1.3590, -1.2736, -3.6671], [1.6325, -0.0446, -2.9368], [2.3818, -0.0129, -1.6563], [2.5750, 1.4099, -1.0018], [1.1360, 2.0108, -0.8147], [0.5756, 2.9768, -1.7652], [1.3428, 3.5066, -3.0269], [0.9791, 3.2090, -4.1273], [2.4362, 4.3367, -2.9381], [-0.8012, 3.4911, -1.4772], [-1.5781, 4.9183, -2.8964], [-1.5540, 3.0621, -0.2829], [-2.9631, 3.6441, 0.0032], [-4.0272, 2.5915, 0.5132], [-3.9875, 1.2148, -0.2223], [-4.4974, 1.0145, -1.5707], [-3.5466, 0.2430, 0.3659], [-0.9291, 2.1591, 0.5712], [-1.5234, 1.7381, 1.7019], [0.3324, 1.6255, 0.3464], [1.1118, 0.1838, 1.7658], [2.8895, -1.2515, -1.0779], [2.6023, -2.4991, -1.8255], [1.9321, -4.7760, -3.3977], [1.8205, -3.7627, -4.9443], [0.3916, -3.9394, -3.8677], [0.8046, -1.2677, -4.6307], [1.2372, 0.9044, -3.3650], [3.1352, 1.3430, -0.0274], [3.2072, 2.0584, -1.6702], [2.5400, 4.7005, -2.0375], [-2.8474, 4.4395, 0.7983], [-3.4181, 4.1749, -0.8765], [-3.8756, 2.4171, 1.6146], [-5.0668, 3.0177, 0.4162], [-3.7254, 0.7923, -2.2019], [-5.1560, 0.2290, -1.5874], [3.4657, -1.2553, -0.1165], [3.0118, -3.4348, -1.3676], [0.5397, -4.1026, 5.9801], [-0.2479, -2.8591, 5.5814], [-0.2087, -2.5866, 4.0743], [1.1949, -2.3705, 3.6315], [2.2912, -2.2194, 3.2996], [1.6017, -3.9987, 5.7465], [0.4598, -4.2737, 7.0546], [0.1597, -4.9891, 5.4659], [0.1508, -1.9972, 6.1235], [-1.2879, -2.9812, 5.8928], [-0.7959, -1.6969, 3.8368], [-0.6306, -3.4281, 3.5205]], "atomic_forces_ev_per_a": [[-0.493, 0.559, 0.363], [0.102, 1.537, -0.204], [1.671, 0.052, 3.011], [0.353, -1.730, 0.449], [-0.269, -1.315, -1.008], [-0.429, -0.630, -0.242], [-0.804, 1.152, 0.120], [-1.441, -0.087, 2.586], [0.371, 0.336, -0.736], [-0.168, -0.412, 0.854], [-1.245, -0.670, 1.361], [1.411, -1.364, 0.768], [0.202, -0.794, 1.051], [0.487, 0.813, -1.721], [-0.488, -0.080, 0.634], [-0.400, 0.047, 0.224], [0.353, -1.635, 0.464], [-0.101, 1.171, 0.290], [-0.225, 1.147, -0.038], [1.974, 0.351, -2.309], [-0.250, 0.562, -0.390], [0.514, 0.162, -0.590], [-0.616, 0.960, -0.919], [-1.536, 0.314, -2.525], [-0.159, 1.304, 0.037], [-0.205, 0.861, -0.423], [-0.080, -0.093, 1.227], [1.115, -0.052, 0.021], [0.513, -0.001, 0.912], [0.462, -0.857, 0.363], [-0.788, 0.024, -0.896], [-0.851, -0.517, 0.523], [0.049, -0.226, -0.338], [-0.078, -0.828, -0.732], [1.064, -0.711, 0.586], [-0.098, -0.160, -1.265], [1.153, -0.248, -0.158], [-0.259, 0.036, 0.233], [0.494, 0.270, 0.181], [-0.639, -0.092, -1.131], [-0.554, 0.831, -0.671], [0.005, -0.026, 0.016], [0.113, -0.186, 0.337], [0.490, 0.080, 0.171], [-0.192, -0.164, -0.099], [-0.643, 0.157, 0.101], [-0.051, -0.006, -0.038], [-0.018, -0.017, -0.070], [0.039, 0.028, 0.040], [-0.087, 0.027, -0.103], [0.009, 0.098, -0.138], [0.103, -0.022, -0.121], [0.120, 0.045, -0.056]]}

[2]
{"formula": "C21H23N3O3S", "method": "ωB97M-V with the def2-TZVPD basis set", "mol_weight_g_mol": 397.5, "homo_ev": -8.14, "de_lowest_kj_mol": 13.2, "species": ["C", "O", "C", "C", "C", "C", "N", "C", "O", "C", "C", "C", "O", "N", "C", "C", "S", "N", "C", "C", "C", "C", "C", "C", "C", "C", "C", "C", "H", "H", "H", "H", "H", "H", "H", "H", "H", "H", "H", "H", "H", "H", "H", "H", "H", "H", "H", "H", "H", "H", "H"], "positions_angstrom": [[-6.5507, -0.0681, 0.3622], [-5.7753, -0.7576, -0.5882], [-4.4720, -1.0181, -0.2953], [-3.8294, -0.6628, 0.8846], [-2.4930, -0.9639, 1.0752], [-1.7753, -1.6265, 0.0899], [-0.4085, -1.9263, 0.2088], [0.4249, -1.6797, 1.2501], [0.0835, -1.2525, 2.3311], [1.8889, -1.9722, 0.9260], [2.4327, -1.0971, -0.2148], [3.8598, -1.5235, -0.5650], [4.2275, -2.6164, -0.9145], [4.6340, -0.4186, -0.3869], [6.0587, -0.3749, -0.5897], [3.8846, 0.6788, 0.0061], [4.5017, 2.1706, 0.2584], [2.5993, 0.2921, 0.1317], [1.5084, 1.1846, 0.4283], [0.7211, 1.5755, -0.8339], [-0.7096, 1.9377, -0.5412], [-1.7263, 1.4934, -1.3766], [-3.0438, 1.8406, -1.1381], [-3.3636, 2.6282, -0.0468], [-2.3599, 3.0681, 0.7985], [-1.0417, 2.7303, 0.5504], [-2.4199, -1.9899, -1.0912], [-3.7496, -1.6920, -1.2816], [-7.5373, 0.0407, -0.0856], [-6.6379, -0.6326, 1.2959], [-6.1365, 0.9224, 0.5742], [-4.3544, -0.1442, 1.6700], [-2.0083, -0.6820, 1.9940], [-0.0157, -2.3842, -0.6024], [2.4711, -1.7928, 1.8315], [2.0110, -3.0178, 0.6344], [1.7959, -1.2047, -1.1042], [6.3037, 0.3655, -1.3521], [6.3773, -1.3651, -0.9089], [6.5585, -0.0991, 0.3395], [0.8452, 0.7034, 1.1485], [1.9480, 2.0684, 0.8950], [1.2211, 2.4176, -1.3203], [0.7304, 0.7427, -1.5412], [-1.4869, 0.8750, -2.2303], [-3.8185, 1.4931, -1.8051], [-4.3905, 2.9059, 0.1414], [-2.6026, 3.6836, 1.6521], [-0.2665, 3.0925, 1.2081], [-1.8728, -2.5094, -1.8660], [-4.2555, -1.9679, -2.1930]], "atomic_forces_ev_per_a": [[-0.112, 0.085, 0.131], [0.114, -0.109, -0.240], [0.229, -0.124, 0.047], [-0.401, -0.056, -0.218], [0.225, -0.072, 0.057], [-0.398, 0.137, 0.116], [0.054, -0.168, -0.403], [0.558, -0.289, -0.060], [-0.118, 0.109, 0.198], [-0.009, 0.161, -0.023], [-0.097, -0.426, 0.064], [-0.381, -0.172, -0.089], [-0.066, -0.131, 0.009], [-0.038, 0.192, 0.067], [0.347, -0.017, -0.061], [-0.151, 0.151, 0.053], [0.227, 0.463, 0.052], [0.447, -0.193, -0.047], [-0.314, 0.237, -0.063], [0.058, 0.014, 0.126], [0.047, -0.013, -0.091], [-0.019, 0.048, -0.026], [-0.021, 0.035, -0.084], [-0.081, 0.079, 0.005], [-0.074, 0.062, 0.085], [0.034, -0.057, -0.040], [0.025, 0.042, 0.160], [-0.206, 0.121, 0.122], [0.052, 0.022, 0.079], [0.018, 0.026, -0.018], [-0.005, -0.025, 0.018], [-0.077, 0.074, 0.057], [0.021, 0.010, 0.025], [0.051, 0.094, 0.191], [-0.077, -0.033, -0.047], [0.006, -0.010, -0.023], [0.168, -0.003, 0.030], [0.004, -0.054, 0.065], [-0.039, 0.031, 0.016], [-0.012, -0.010, -0.081], [0.069, 0.087, 0.006], [-0.094, -0.149, 0.031], [0.072, -0.082, -0.045], [0.006, 0.013, -0.024], [0.053, -0.080, -0.073], [-0.088, -0.048, -0.048], [-0.091, 0.018, 0.023], [-0.023, 0.060, 0.074], [0.106, 0.050, 0.114], [0.058, -0.060, -0.099], [-0.057, -0.041, -0.119]]}

[3]
{"formula": "C21H23N3O4", "method": "ωB97M-V with the def2-TZVPD basis set", "mol_weight_g_mol": 381.4, "homo_ev": -7.26, "de_lowest_kj_mol": 226.4, "species": ["C", "O", "C", "C", "C", "C", "N", "C", "C", "N", "C", "O", "C", "N", "C", "O", "C", "O", "C", "C", "C", "C", "C", "C", "C", "C", "C", "C", "H", "H", "H", "H", "H", "H", "H", "H", "H", "H", "H", "H", "H", "H", "H", "H", "H", "H", "H", "H", "H", "H", "H"], "positions_angstrom": [[5.4395, -5.9676, 1.8976], [5.4338, -4.5896, 2.1683], [4.5170, -3.8069, 1.5196], [4.5624, -2.4442, 1.8005], [3.6757, -1.5660, 1.2148], [2.7047, -2.0112, 0.3115], [1.8301, -1.1521, -0.3535], [1.9683, 0.2806, -0.2168], [1.2099, 0.8199, 1.0077], [-0.1852, 0.4295, 0.8864], [-1.0687, 1.3616, 0.4753], [-0.8071, 2.5495, 0.4634], [-2.4720, 0.9017, 0.0407], [-2.8874, 1.7749, -1.0422], [-2.1715, 1.6275, -2.1850], [-1.3336, 0.7551, -2.3197], [-2.5510, 2.5747, -3.3078], [-2.8610, 3.8775, -2.8735], [-3.6696, 3.9347, -1.7762], [-4.4214, 5.0833, -1.5795], [-5.2703, 5.1833, -0.4927], [-5.3826, 4.1239, 0.3890], [-4.6192, 2.9832, 0.2111], [-3.7344, 2.8807, -0.8544], [-0.3217, -1.0069, 0.7975], [0.4305, -1.5081, -0.4513], [2.6857, -3.3774, 0.0232], [3.5652, -4.2632, 0.6169], [6.2388, -6.3857, 2.5078], [4.4901, -6.4382, 2.1760], [5.6481, -6.1711, 0.8417], [5.3056, -2.0882, 2.4966], [3.7524, -0.5227, 1.4758], [3.0219, 0.5537, -0.1787], [1.5274, 0.7336, -1.1118], [1.2573, 1.9083, 1.0445], [1.6118, 0.3994, 1.9340], [-3.1545, 0.9834, 0.8834], [-2.4721, -0.1157, -0.3500], [-3.4108, 2.1389, -3.8465], [-1.7122, 2.6619, -4.0010], [-4.3208, 5.8857, -2.2925], [-5.8505, 6.0805, -0.3447], [-6.0590, 4.1826, 1.2276], [-4.7232, 2.1760, 0.9188], [-1.3658, -1.3108, 0.7808], [0.1442, -1.4402, 1.6911], [0.3115, -2.5856, -0.5427], [0.0095, -1.0212, -1.3369], [1.9835, -3.7653, -0.6986], [3.5010, -5.3076, 0.3542]], "atomic_forces_ev_per_a": [[-0.004, -0.190, -0.039], [-0.051, 0.330, 0.012], [0.020, 0.172, 0.040], [0.118, -0.365, 0.015], [-0.120, 0.032, -0.062], [0.219, -0.280, 0.058], [-0.018, 0.160, -0.413], [-0.006, 0.200, 0.249], [0.332, 0.313, -0.107], [0.213, -0.026, 0.260], [-0.240, -0.113, 0.176], [-0.069, 0.215, -0.170], [0.211, 0.042, -0.145], [0.022, -0.277, 0.158], [-0.160, 0.182, -0.327], [0.095, -0.019, -0.089], [0.042, -0.305, -0.343], [0.116, 0.195, 0.299], [-0.323, 0.005, 0.189], [0.137, -0.197, -0.062], [-0.007, 0.007, -0.016], [-0.003, 0.008, 0.055], [0.016, -0.017, -0.058], [-0.122, 0.432, -0.188], [-0.083, -0.392, -0.391], [-0.343, -0.126, 0.247], [-0.092, 0.181, 0.046], [0.198, -0.201, 0.195], [-0.067, -0.027, -0.064], [0.030, 0.014, -0.027], [-0.022, 0.000, 0.034], [0.090, 0.048, 0.086], [-0.031, 0.103, 0.015], [-0.013, 0.027, -0.032], [0.070, 0.052, 0.065], [0.035, -0.138, 0.063], [0.005, 0.036, -0.028], [0.054, -0.046, -0.076], [-0.047, 0.108, 0.180], [0.145, 0.053, 0.093], [-0.119, -0.108, 0.169], [0.009, 0.087, -0.108], [-0.054, 0.085, 0.006], [-0.051, 0.001, 0.075], [0.031, -0.069, 0.034], [0.013, 0.010, 0.044], [-0.111, -0.011, -0.060], [-0.003, 0.029, -0.049], [-0.034, -0.118, 0.077], [-0.047, -0.006, -0.082], [0.024, -0.096, -0.006]]}

[4]
{"formula": "C21H23N3O5", "method": "ωB97M-V with the def2-TZVPD basis set", "mol_weight_g_mol": 397.4, "homo_ev": -8.08, "de_lowest_kj_mol": 427.8, "species": ["C", "C", "C", "C", "N", "C", "C", "C", "C", "C", "O", "N", "C", "C", "C", "C", "C", "C", "C", "O", "C", "O", "C", "C", "N", "O", "O", "C", "C", "H", "H", "H", "H", "H", "H", "H", "H", "H", "H", "H", "H", "H", "H", "H", "H", "H", "H", "H", "H", "H", "H", "H"], "positions_angstrom": [[7.9386, 1.7495, 0.2576], [6.8266, 0.9909, -0.4583], [6.5176, -0.3279, 0.2484], [5.3788, -1.0788, -0.4465], [4.2037, -0.2384, -0.4658], [2.9633, -0.7166, -0.1907], [2.6407, -2.0798, -0.3644], [1.3596, -2.5434, -0.2190], [0.3027, -1.6892, 0.1228], [-1.0673, -2.2731, 0.1932], [-1.3601, -3.2875, -0.4126], [-1.9388, -1.6263, 1.0008], [-3.3361, -1.9998, 1.0850], [-4.2075, -0.9825, 0.3927], [-4.1058, -0.8295, -0.9827], [-4.8546, 0.1172, -1.6751], [-5.7070, 0.9006, -0.9354], [-5.8140, 0.7538, 0.4483], [-5.0726, -0.1752, 1.1356], [-6.7278, 1.6521, 0.9319], [-7.1934, 2.3712, -0.1900], [-6.5525, 1.8939, -1.3530], [0.5953, -0.3581, 0.3441], [1.9006, 0.1177, 0.2349], [2.1084, 1.4443, 0.7256], [3.1619, 1.6925, 1.2828], [1.1878, 2.2366, 0.6324], [4.4324, 1.0063, -1.1716], [5.5432, 1.8184, -0.5133], [7.6412, 1.9813, 1.2775], [8.8492, 1.1555, 0.2901], [8.1548, 2.6828, -0.2567], [7.1512, 0.7731, -1.4835], [7.4030, -0.9655, 0.2693], [6.2205, -0.1174, 1.2773], [5.1691, -1.9915, 0.1106], [5.6797, -1.3455, -1.4701], [3.4093, -2.7688, -0.6746], [1.1304, -3.5833, -0.3965], [-1.6684, -0.7679, 1.4515], [-3.6214, -2.0992, 2.1360], [-3.4177, -2.9732, 0.5930], [-3.4271, -1.4671, -1.5282], [-4.7755, 0.2327, -2.7427], [-5.1650, -0.2774, 2.2044], [-8.2828, 2.2370, -0.2877], [-6.9709, 3.4426, -0.0593], [-0.1625, 0.3620, 0.6182], [3.5124, 1.5857, -1.2382], [4.7364, 0.7542, -2.2005], [5.2345, 2.0871, 0.4970], [5.7026, 2.7350, -1.0825]], "atomic_forces_ev_per_a": [[-0.138, -0.160, -0.246], [-0.007, 0.124, 0.333], [0.005, -0.048, -0.396], [0.218, -0.134, 0.295], [0.195, -0.048, 0.049], [-0.436, 0.116, 0.038], [0.059, 0.098, 0.019], [-0.252, 0.131, 0.087], [0.388, 0.027, -0.162], [0.060, 0.152, 0.226], [0.012, -0.220, -0.178], [-0.088, 0.148, 0.240], [-0.072, -0.082, -0.130], [-0.020, -0.044, -0.019], [0.003, -0.068, 0.123], [-0.231, 0.256, 0.026], [0.045, -0.174, 0.639], [0.106, 0.020, -0.644], [-0.187, 0.158, -0.084], [0.266, -0.337, 0.253], [-0.856, 0.933, 0.021], [0.286, -0.259, -0.281], [0.043, -0.099, -0.007], [-0.203, -1.206, -0.388], [0.055, 0.719, 0.397], [-0.003, 0.072, 0.057], [-0.040, 0.171, -0.075], [-0.019, 0.429, 0.043], [0.036, -0.207, -0.249], [-0.018, 0.045, 0.152], [0.138, -0.025, 0.042], [0.068, 0.134, -0.014], [-0.026, -0.029, -0.013], [0.059, -0.029, 0.039], [0.002, -0.029, 0.090], [-0.015, 0.021, -0.101], [-0.011, -0.078, 0.021], [0.085, -0.015, -0.058], [-0.003, -0.089, -0.040], [0.095, -0.099, -0.055], [-0.014, -0.054, -0.102], [-0.023, 0.112, 0.184], [0.097, -0.095, -0.076], [0.012, 0.011, -0.158], [-0.003, -0.031, 0.177], [0.269, -0.052, 0.016], [0.030, -0.273, -0.026], [-0.014, 0.009, 0.005], [0.038, -0.087, -0.041], [-0.068, 0.056, 0.017], [0.054, 0.051, -0.029], [0.023, 0.075, -0.016]]}